34
Properties=species:S:1:pos:R:3 method="wB97M-V/def2-TZVPD" fmax_ev_per_a=1.170 energy_ha=-7184.796373 de_lowest_kj_mol=84.48 lumo_ev="-9.43 / -8.39" total_charge=+2 multiplicity=2
O 1.0822 -1.2360 -1.2097
H 2.5172 2.6004 0.3267
H 2.4282 -2.7900 -0.8464
C 1.4711 2.5855 0.0089
H -1.2612 0.5337 2.5333
O 0.4081 -1.3995 1.4227
H -0.1658 -1.4850 3.4054
H 2.9733 1.4401 -1.9972
O 1.2509 1.4571 -0.8483
Br -2.3035 -1.6432 -0.8033
H 1.6688 -3.0339 1.5858
H 2.4797 -1.4787 1.2443
C 1.5935 -2.0910 1.0295
C 2.4405 0.7963 -1.2851
C 0.4260 -0.8462 2.7431
O 0.4543 1.0954 1.4930
H 0.0750 1.1661 3.5456
C 1.4832 -2.3918 -0.4701
C -3.4351 -0.0992 -1.1132
H 0.9950 3.0037 2.1043
H -4.2588 -0.1005 -0.3986
C -0.1704 0.5713 2.6586
C 2.0299 -0.5023 -1.9858
H -3.7907 -0.0973 -2.1438
H 3.0940 0.5939 -0.4246
H 1.4548 -0.7883 3.1107
H -0.4387 2.9229 1.0382
Br -2.3149 1.4500 -0.8017
Co -0.2443 -0.0142 -0.1722
H 1.5115 -0.2627 -2.9210
C 0.5470 2.4898 1.2447
H 1.2492 3.4958 -0.5554
H 2.9122 -1.1046 -2.2039
H 0.6871 -3.1262 -0.6306

60
Properties=species:S:1:pos:R:3 method="wB97M-V/def2-TZVPD" smiles="CCOCC[C@]1(CCOC=O)OS(=O)(=O)O[C@]1(N=C=S)[PH2]=N.C[N+](=O)[O-].C[N+](=O)[O-].C[N+](=O)[O-]" fmax_ev_per_a=6.168 energy_ha=-2900.051023 lumo_ev=-0.69
H -0.3118 -1.8147 -2.7988
O -1.8861 -0.0002 -3.0861
H 0.5836 -1.7665 4.8064
C 0.0732 1.0233 -2.2084
O 0.5184 -3.2869 -0.3155
H -1.0161 -2.5510 4.9940
N 1.6018 4.4160 2.2859
C 3.3689 1.3871 0.9084
H 2.5519 1.9797 1.4518
H 0.6083 -4.1014 1.7262
H 0.0914 -2.4124 6.4037
C 0.4953 -1.8710 -0.7441
C 0.7021 5.5860 2.4576
H 4.3641 1.7156 1.3480
H -1.6014 -2.2386 -1.5928
P -1.6768 1.1124 0.9348
H 0.9175 0.7600 -0.0674
N -0.9713 0.0288 1.8804
H -0.3113 1.9825 -2.7078
O 0.6754 -3.1198 -4.4465
C 1.0867 -3.3770 0.9742
H -0.0272 0.4137 2.0840
O -0.3790 0.3572 5.3527
C -1.0911 -0.0013 -1.8275
H 1.2665 6.3982 2.9102
S -3.0435 1.2293 -2.9825
O 2.4502 1.0259 -1.4497
H -2.8329 1.6122 1.6406
H -0.1174 5.2774 3.1050
H 1.0672 2.4873 -0.8634
C -3.3944 -1.2879 0.2009
O 2.1019 -2.7725 1.3492
H -1.1571 -3.9847 -6.0650
H -0.0435 -5.3218 -5.6122
O -2.7653 1.6741 -1.3905
H 3.2451 0.2784 1.1223
H 0.3407 5.8700 1.4703
S -3.2045 -2.6207 1.1735
C 3.4063 1.7495 -0.6549
C -0.8365 -4.6579 -5.2713
C -0.7020 -1.5694 -1.7522
H 1.4695 -1.7301 -1.3347
H 4.4545 1.4815 -1.0283
C -2.2107 0.4517 -0.7620
H 3.2025 2.8794 -0.7233
O -0.8179 -3.9018 -3.0828
O 2.7539 4.5372 2.6528
N -0.2813 -3.8244 -4.1738
H -0.8190 2.2441 0.7269
C -0.2512 -1.9477 5.4804
O -4.4616 0.8217 -3.3070
O -1.8257 -0.6773 6.5913
O -2.7351 2.3565 -3.9198
H 0.4561 -1.2590 0.2089
H 0.6909 0.5017 -3.0274
H -1.6785 -5.2286 -4.8858
N -3.4299 -0.4292 -0.7584
N -0.8694 -0.6449 5.8373
C 1.0910 1.3464 -1.0238
O 1.1149 3.4139 1.7863

10
Properties=species:S:1:pos:R:3 method="wB97M-V/def2-TZVPD" fmax_ev_per_a=3.920 energy_ha=-512.956435 de_lowest_kj_mol=313.49 lumo_ev="-0.74 / -0.51"
O 1.9462 -0.3630 0.2438
C -0.7260 -1.1721 0.4532
H -0.7724 -1.9222 -0.3078
N 0.0415 1.6032 0.2153
H -1.5948 -0.6167 0.5786
H 0.8201 2.1643 0.4056
P 0.6259 0.0474 -0.2379
H -0.8388 1.9373 -0.0639
H 0.9310 0.0537 -2.6435
H -0.4327 -1.7320 1.3567

92
Properties=species:S:1:pos:R:3 method="wB97M-V/def2-TZVPD" fmax_ev_per_a=2.225 energy_ha=-3277.245361 de_lowest_kj_mol=0.00 lumo_ev=-5.66 total_charge=+2
C 1.2242 4.2189 0.8316
C -1.9420 -4.4770 -4.0277
H 2.2355 5.2247 -4.6253
H 4.9800 -4.9703 -2.2300
H 4.5350 -2.6337 -2.9517
C 0.2249 4.7209 2.9752
H 0.2485 5.2559 3.9224
C -1.3674 -4.4344 3.0073
C -0.1627 -3.7250 2.9330
H 2.6928 -0.0529 -5.1688
C -3.4104 2.8002 -3.3609
H 2.8011 1.7551 -1.0797
C -1.2163 -2.9904 -2.2634
C -3.1134 -3.7226 -4.1712
C 3.7839 -3.1793 -2.3813
H -2.5430 -1.2802 -1.8239
C -3.8674 4.0936 -3.0840
H 2.3670 -1.5350 -2.4013
H -1.6504 -4.9117 3.9431
H 1.5417 2.3545 4.3398
C -1.1133 -0.8445 4.9149
H -1.8906 1.2861 -3.0132
H -2.4802 -1.8544 6.2439
H 2.8555 0.6241 5.5187
H 2.0535 4.2773 0.1262
H 3.3109 -0.0397 -4.7355
C 1.8621 -4.6018 -0.9280
H -4.7630 4.4719 -3.5755
H 4.7907 2.6046 -2.3285
P 0.0059 2.5945 -1.0631
H -3.1187 -5.1019 1.9358
Cl 0.3528 -0.0450 -4.1452
N -1.0693 -0.3879 3.4974
C -1.5382 3.1538 -1.8781
C 1.4233 3.0929 -2.0998
H 1.8295 0.7784 2.8301
C 2.6931 2.5345 -1.8409
H 0.2433 4.3636 -3.3757
C 2.3612 4.4662 -3.8493
C -0.9385 3.2679 1.4374
C -3.3188 -2.5790 -3.3923
C -0.5479 -3.3614 0.5823
H -1.7818 -5.3704 -4.6372
H -2.4845 -2.5138 4.6159
H 0.0260 1.6977 4.9504
H 1.1714 -2.6101 1.6533
C -2.2510 2.3077 -2.7563
C 1.0544 1.4304 4.6757
C 3.7972 2.9942 -2.5571
C 3.6360 3.9702 -3.5482
H 3.2611 -6.2233 -0.9111
C -0.8674 3.9009 2.6702
H 1.8148 1.4082 6.7197
H -1.0226 0.0262 5.5937
P -0.0032 -2.5718 -0.9398
C -0.9876 -4.0995 -3.0829
H -0.0536 -4.6550 -2.9704
C -3.1743 4.9088 -2.1829
H -2.4448 -4.0148 -0.2107
C 1.2726 4.8607 2.0633
C -2.3656 -2.1806 -2.4488
C 1.5996 -3.2989 -1.3661
H -3.5217 5.9178 -1.9560
C 4.0358 -4.4943 -1.9719
H -3.9579 2.1725 -4.0668
H 0.4747 -3.6204 3.8084
C -0.0034 0.0646 2.8129
H 4.5087 4.3510 -4.0791
H 1.1138 -5.1310 -0.3343
H -0.2486 -1.4831 5.1584
H -1.7586 -0.8397 2.8803
H -4.2365 -1.9973 -3.5120
C 2.5706 -2.5642 -2.0788
H 1.3699 -0.1745 6.0538
C 0.2518 -3.1909 1.7237
Y -0.2418 -0.0127 -1.6999
H -1.6779 3.7731 3.3835
H 2.1303 5.4873 2.2996
N 1.0885 0.5265 3.4790
C -2.1823 -4.5501 1.8776
H -3.2763 -0.9641 4.9488
S 0.0968 0.0113 1.0214
C 1.2503 4.0123 -3.1397
C -1.7984 -3.9833 0.6679
C -2.4103 -1.5847 5.1863
C 0.0852 3.4772 0.4994
C 1.8179 0.7921 5.8131
C 3.0776 -5.2010 -1.2393
C -2.0160 4.4331 -1.5754
H -1.7534 2.5841 1.2023
H -1.4763 5.0456 -0.8500
H -3.8737 -4.0352 -4.8887

82
Properties=species:S:1:pos:R:3 method="wB97M-V/def2-TZVPD" fmax_ev_per_a=1.691 energy_ha=-5464.570859 de_lowest_kj_mol=142.50 lumo_ev=4.13 total_charge=-2
H -23.6762 18.5029 -2.7066
C -16.8922 16.6994 -1.3874
C -25.8965 10.5013 -2.0539
H -26.5162 10.1658 -1.2286
C -18.1245 7.9100 -3.2240
C -24.9281 16.7969 -0.0604
N -19.6152 14.1289 -1.3468
C -22.2356 13.5903 0.0101
C -22.1193 8.2106 -0.0541
C -22.7323 16.7740 -1.7818
H -26.8479 12.2579 4.5797
C -17.0549 7.9137 -5.2859
C -25.3656 10.8831 3.8011
H -20.8300 6.5771 -0.3403
C -24.2522 11.0904 -4.1845
H -21.3664 8.9427 -0.2927
C -16.5836 11.7164 -0.8351
C -24.4206 7.7493 0.4256
Cl -18.7298 8.6047 -1.7231
H -15.1537 13.8035 -1.4669
H -24.7255 14.8808 1.9004
C -15.7829 15.8619 -1.4312
H -27.4581 10.1842 -3.5048
H -16.1084 12.1712 0.0611
C -18.1929 16.1603 -1.3697
C -21.7870 14.7409 -0.7426
C -24.0283 14.7572 1.0733
C -23.7524 11.1422 -2.8998
H -22.6392 4.8962 0.0946
C -26.3007 11.9065 3.6931
C -24.7116 10.4583 2.6797
H -23.9703 9.6692 2.7302
H -25.9497 10.7424 -5.4202
C -15.9989 14.4854 -1.4550
C -23.1997 13.6849 0.9932
C -17.9054 5.8438 -4.4864
H -19.0707 16.8236 -1.3186
H -21.8990 16.7549 -2.4570
H -26.2257 12.4517 0.3354
C -25.9729 12.0065 1.3050
C -23.9598 15.7846 0.0466
O -17.5341 12.5861 -1.3626
H -14.7928 16.2716 -1.3704
C -26.4313 10.4597 -3.3321
H -25.7329 16.7568 0.6639
H -23.1935 12.8925 1.7145
C -22.8461 15.7743 -0.8312
H -27.4040 13.1742 2.4141
C -21.6904 11.2072 -0.0400
H -22.6988 11.3467 -2.7675
C -26.6170 12.4277 2.4456
C -22.8752 5.9441 0.1222
O -21.3787 12.4377 0.0534
H -23.6059 11.3590 -5.0025
C -23.7371 17.7440 -1.9321
H -18.9134 6.0663 -2.5786
C -17.2825 13.9504 -1.4278
C -21.8390 6.8704 -0.0870
H -25.1559 10.4284 4.7741
C -24.1728 6.4005 0.3544
S -17.1962 10.4104 -4.0780
C -24.5559 10.8464 -1.8201
H -17.9895 4.7733 -4.6202
C -18.4225 14.7553 -1.4180
C -24.9777 11.0441 1.4510
H -16.7694 17.7778 -1.3578
C -23.4121 8.6953 0.2043
H -15.8573 11.4875 -1.6214
C -24.8291 17.7573 -1.0626
Ge -23.7132 10.6370 -0.0380
H -17.1478 10.8023 -0.5722
H -24.9836 5.6679 0.5164
In -19.8903 12.4424 -2.7625
C -18.3523 6.5418 -3.3758
C -17.5073 8.7267 -4.2177
C -17.2135 6.5548 -5.4481
H -25.5812 18.5226 -1.1576
H -16.8263 6.0974 -6.3376
H -25.3827 8.1567 0.6643
C -25.5717 10.7638 -4.4254
N -20.6993 15.0346 -1.3725
Cl -16.1500 8.5812 -6.6499

48
Properties=species:S:1:pos:R:3 method="wB97M-V/def2-TZVPD" fmax_ev_per_a=6.417 energy_ha=-2275.306375 de_lowest_kj_mol=150.54 lumo_ev=-7.33 total_charge=+1
C 1.2433 0.9427 2.1530
Cl -4.4070 4.6343 0.3403
H 0.6879 -1.5879 0.6735
Si 1.0064 -1.5877 -3.8561
H 0.1758 0.2639 -5.3864
Si -0.8356 -2.3366 -1.2035
H 1.2405 0.8610 -4.0675
H 4.0717 -0.7553 3.1002
H -3.8172 1.9214 1.0149
C 0.7856 -0.5446 4.0214
C -0.5063 3.8144 0.2758
H -1.7719 -0.0137 -0.8038
C -2.8880 2.4590 0.8425
H -0.4146 0.4170 -3.6863
H -2.9301 -1.0506 -1.6942
H 3.5308 -1.9208 -3.8231
H -2.6926 -1.2766 0.0585
C 2.7767 -1.3791 -3.2313
C -1.6502 1.8408 1.0773
H 0.4401 4.2826 -0.0139
C -1.7249 4.4733 0.1252
H -2.3984 -3.8685 -2.3914
C 3.0325 -0.4275 3.0827
H 3.2883 0.9447 1.4369
C 0.8940 1.9002 1.0366
H 3.0185 -0.3063 -3.2227
C -0.4611 2.5387 0.8489
H -2.2962 -4.1601 -0.6375
H 2.8051 -1.7075 -2.1856
H 1.6704 2.6839 0.9678
H 0.0856 -0.9922 4.7237
C 2.5860 0.5259 2.1683
C 0.1559 -2.5199 0.4073
C -2.1751 -1.0374 -0.8893
H -1.0132 -4.7754 -1.7153
H 0.8928 -3.3413 0.3241
Cl 2.6650 -2.2391 5.0424
C 2.1236 -0.9679 4.0100
H -1.6375 0.8066 1.4339
H -0.5327 -2.7613 1.2414
H -0.6524 0.8529 3.2207
O 0.1383 -1.9194 -2.4545
C -2.9152 3.7996 0.4382
C 0.4395 0.1512 -4.3224
H -1.7491 5.5052 -0.2036
C -1.7083 -3.9449 -1.5411
H 1.0617 1.3454 0.1372
C 0.3618 0.4566 3.1265

144
Properties=species:S:1:pos:R:3 method="wB97M-V/def2-TZVPD" fmax_ev_per_a=3.388 energy_ha=-2741.892012 de_lowest_kj_mol=73.02 lumo_ev=0.24
H 1.3203 4.6638 -2.3460
O -3.6473 1.8550 -0.5011
H 3.5681 -0.7090 -0.1986
C -3.5360 0.9185 -3.8856
O 4.6754 -3.4176 0.4327
O -4.9457 -2.2039 5.4914
H -1.9005 -0.3212 -0.1861
C -2.3475 1.7678 -3.3660
H 2.9314 3.4231 -4.1500
O -1.4445 1.9610 -4.3965
H 2.6589 -2.5955 3.5068
C 1.8207 -5.9975 0.2408
H -2.5976 -4.6780 -1.1912
C 4.7812 2.0469 0.8179
C 0.2870 -0.1155 -0.4765
H -1.3731 -1.1053 -6.1834
H 1.3147 4.7106 0.6793
O 1.3159 0.4369 0.2802
H -0.3159 -0.7582 -3.8292
H -4.3491 -2.9847 -1.6154
H -2.3450 -3.7964 -2.7296
H -0.1051 -6.2594 0.3365
H 1.1273 -3.8319 -1.0963
O -3.3909 -2.3581 0.1806
H 5.1124 3.9936 -1.4518
O 0.6974 -1.9554 3.4421
H -5.0266 -0.0733 -3.1498
O -2.7162 2.7909 6.2230
C 4.1682 -1.3150 -0.8773
C -3.3077 -2.1037 3.7997
H -5.7359 -1.1171 3.1380
H -1.7141 1.2983 -2.6133
O 0.1956 -2.6957 -3.5495
O 2.8419 -0.3984 4.8374
C -5.8304 2.2636 -0.5156
H -1.3152 2.3384 3.0939
C 2.0563 -1.8489 2.9896
C 1.8418 1.5847 -4.2043
H -0.5528 3.2990 0.7319
H -3.9810 1.3323 -1.2339
H -0.6657 -3.1099 -7.2926
H -6.8257 -2.4009 3.6877
H 4.7237 1.4012 -0.0585
H 3.7993 2.0974 1.2884
H 3.3879 -1.8958 -1.3692
H 0.9795 -6.0538 -1.7665
H -3.1905 -1.7613 -1.7334
C -2.0157 2.0839 3.8892
H -1.1527 0.5096 1.0588
H 2.8235 3.4350 -0.5564
H -2.8900 2.6278 3.5317
O 1.9300 3.0879 -0.5031
H 0.1674 1.3860 5.4673
H -2.5775 -2.2616 4.5934
H 0.7686 6.0736 -1.3696
H 1.3167 1.0403 -4.9892
H 5.6465 -1.3504 1.6930
C -1.6100 2.4778 5.3882
H 5.8335 5.3161 1.4723
H 2.2705 -0.1360 -3.0197
C 5.2103 4.4252 1.5494
C 1.8176 -5.6165 -1.2239
H 3.8358 -3.6541 0.0318
H -0.3162 -2.8313 -2.7487
O 0.9770 2.2054 -3.2502
H -4.6083 -3.7309 4.2392
C 2.7801 0.7619 -3.3694
H -2.7976 -2.6825 3.0297
H -0.3318 1.8806 7.0943
H -4.4273 3.0454 0.8530
H 6.7446 -0.7256 0.3731
C 1.0803 4.2180 -0.2644
H 2.0592 0.2328 2.9617
C 6.1660 -1.5649 0.7591
H 5.4803 1.4945 1.4458
H 2.5801 -5.4868 0.8330
H -6.6652 2.6289 0.0826
O 1.9548 -4.2319 -1.3736
H -4.0015 0.8926 2.0568
H 1.9747 -7.0741 0.3131
H 5.4578 3.9622 2.5046
H 3.6475 -0.5126 2.8572
H 6.9098 -2.3340 0.9672
H 0.3056 -1.4444 -6.1245
H 3.4647 2.3677 -5.4117
H -3.1278 -0.0030 -4.3006
H -4.1607 1.3935 -4.6421
H -1.2012 0.5500 6.2914
H 0.0037 0.5440 -1.2968
C -0.6556 -1.8103 -5.7634
C -0.6854 1.4977 6.1370
C 2.5691 2.7202 -4.9002
H 6.4383 3.2801 0.1148
C -4.6743 -2.6435 4.2011
C -4.8175 0.8713 1.3344
C 1.4019 5.1867 -1.3931
C -5.8370 -2.1933 3.2784
H -2.7197 2.7281 -3.0092
H -0.5770 2.1359 -4.0245
C -0.9884 -0.3507 0.4099
H 2.1566 -2.0440 1.9219
H 1.5102 2.5457 -2.5281
H 5.7895 -2.7030 -1.0805
H -5.6494 2.9764 -1.3201
C -2.3143 -3.7270 -1.6423
H 2.4250 5.5483 -1.2901
H 4.7321 -0.6268 -1.5071
H 4.2023 4.8102 1.7034
C -3.3723 -2.7056 -1.2204
C -0.4143 3.8207 -0.2150
O -4.3520 0.5085 -2.7920
H 0.4099 -2.8692 3.3785
H -0.3438 -1.5208 1.7977
O 0.5546 -5.8357 0.8905
O -0.9016 -1.5905 1.0196
H -4.7870 -0.0566 0.7633
H -5.2489 -1.2932 5.4762
H 3.6785 0.5783 -3.9586
H 1.3901 1.3771 0.1011
H -1.1102 4.6530 -0.3206
C -0.5276 -1.7410 -4.2503
H -3.3967 -1.0346 3.6072
H -0.9980 -3.1180 -0.3644
O -1.0077 -3.2705 -1.3121
H -1.1892 3.4746 5.2563
O -0.9766 -3.0334 -6.3876
H -1.5456 -1.9027 -3.8958
H -2.2183 1.0130 3.9001
H 1.9125 3.3447 -5.5059
H -5.7347 0.8964 1.9228
C 2.6991 -0.5366 3.3940
C 5.3978 3.4090 0.4127
C 5.2023 -2.2918 -0.2594
H -5.7547 -2.6505 2.2923
H 2.7193 -6.0139 -1.6901
O 4.5755 3.7760 -0.6863
H 3.0757 1.2731 -2.4533
H -6.2616 1.3366 -0.8938
H -2.5287 -1.9811 0.3707
H -2.3765 3.1349 7.0524
H -0.5890 3.0965 -1.0107
H 2.0174 -0.7295 5.2010
C -4.6497 2.0758 0.4074
H 0.5778 -1.1169 -0.7939